1.
Molecular formula: C24H20N8O4
Method: DFT, ωB97M-V/def2-TZVPD

Last column: natural (NBO) charge in e.
Atoms and positions in Å:
N: -2.569 -0.306 -6.491  -0.295
C: -2.300 -0.316 -5.358  0.274
C: -1.969 -0.245 -3.956  -0.194
C: -0.618 -0.231 -3.592  -0.082
C: -0.259 -0.248 -2.242  -0.216
C: -1.231 -0.116 -1.249  -0.053
C: -0.784 0.040 0.180  -0.329
C: -0.136 -1.150 0.769  0.555
N: -0.586 -1.892 1.795  -0.309
C: -1.862 -1.634 2.516  -0.233
C: -1.877 -2.669 3.669  -0.416
C: -0.493 -3.316 3.734  -0.415
C: 0.324 -2.738 2.569  -0.228
C: 1.191 -1.577 0.227  -0.177
C: 1.369 -2.598 -0.746  -0.139
C: 2.638 -2.820 -1.288  -0.223
C: 3.718 -2.049 -0.873  -0.189
C: 3.580 -1.112 0.142  -0.190
C: 2.338 -0.932 0.745  -0.211
C: -2.592 -0.132 -1.608  -0.204
C: -2.952 -0.186 -2.956  -0.162
H: 0.165 -0.206 -4.350  0.232
H: 0.778 -0.448 -1.967  0.244
H: -1.498 0.555 0.840  0.259
H: -1.877 -0.591 2.902  0.246
H: -2.702 -1.762 1.816  0.223
H: -2.144 -2.176 4.609  0.234
H: -2.644 -3.421 3.450  0.220
H: 0.007 -3.098 4.683  0.229
H: -0.563 -4.405 3.642  0.223
H: 0.752 -3.527 1.943  0.231
H: 1.173 -2.162 2.969  0.230
H: 0.497 -3.160 -1.105  0.222
H: 2.776 -3.592 -2.041  0.230
H: 4.700 -2.176 -1.340  0.228
H: 4.409 -0.504 0.497  0.231
H: 2.197 -0.224 1.575  0.250
H: -3.359 -0.109 -0.833  0.219
H: -4.005 -0.202 -3.237  0.232
O: 0.248 6.560 -1.554  -0.347
N: 0.199 6.059 -0.422  0.514
O: 0.099 6.742 0.628  -0.406
C: 0.216 4.589 -0.303  -0.090
C: -0.122 3.955 0.907  -0.074
C: -0.043 2.550 1.060  -0.125
N: -0.114 1.988 2.363  0.496
O: -0.428 2.635 3.379  -0.413
O: 0.156 0.746 2.464  -0.537
C: 0.287 1.578 0.003  0.043
N: 0.699 2.352 -1.158  -0.228
N: 1.299 1.808 -2.260  -0.097
N: 1.444 2.766 -3.123  -0.039
N: 1.044 3.952 -2.632  -0.273
C: 0.647 3.725 -1.365  0.318
H: -0.426 4.519 1.803  0.285
H: 1.205 0.912 0.172  0.228

HOMO-LUMO gap in eV: 6.28
E_LUMO in hartree: -0.058
E_HOMO in eV: -7.87
E_tot in hartree: -1665.2172
Energy above the lowest of the compared OMol25 structures with the same formula, charge and spin in kcal per mole: 2.16



2.
Molecular formula: C24H21AsB2F4N4SbSe4TeTi
Method: DFT, ωB97M-V/def2-TZVPD

Last column: natural (NBO) charge in e.
Atoms and positions in Å:
Ti: -0.160 -2.041 -1.048  0.850
B: 1.632 -3.064 0.858  0.204
N: 0.646 -2.478 1.876  -0.338
C: 0.796 -2.327 3.206  -0.020
C: -0.457 -2.244 3.767  -0.339
C: -1.338 -2.345 2.682  -0.041
N: -0.663 -2.494 1.553  -0.296
N: 2.411 -1.968 0.078  -0.299
C: 3.718 -1.671 0.058  0.006
C: 4.013 -1.079 -1.153  -0.339
C: 2.797 -1.046 -1.837  -0.002
N: 1.841 -1.567 -1.075  -0.381
H: 2.407 -3.799 1.395  -0.020
H: 0.948 -3.615 -0.017  -0.048
H: 1.771 -2.300 3.665  0.212
H: -0.711 -2.121 4.806  0.222
H: -2.419 -2.353 2.662  0.236
H: 4.363 -1.918 0.884  0.220
H: 4.968 -0.721 -1.495  0.227
H: 2.585 -0.689 -2.829  0.233
C: -2.513 4.051 -2.512  -0.206
C: -1.698 4.203 -1.397  -0.204
C: -1.163 3.090 -0.773  -0.240
C: -1.430 1.811 -1.258  -0.202
C: -2.272 1.661 -2.352  -0.229
C: -2.809 2.780 -2.976  -0.208
As: -0.476 0.310 -0.405  0.952
C: 1.260 1.333 -0.407  -0.273
C: 1.988 1.765 -1.505  -0.227
C: 3.211 2.395 -1.325  -0.208
C: 3.722 2.563 -0.045  -0.216
C: 2.988 2.163 1.060  -0.225
C: 1.743 1.567 0.886  -0.019
C: 0.752 1.298 1.945  0.023
C: 0.904 1.606 3.292  -0.242
C: -0.171 1.480 4.160  -0.186
C: -1.407 1.067 3.688  -0.215
C: -1.560 0.729 2.351  -0.189
C: -0.486 0.827 1.483  -0.333
H: -2.907 4.921 -3.022  0.210
H: -1.478 5.192 -1.015  0.210
H: -0.529 3.190 0.100  0.221
H: -2.506 0.677 -2.743  0.233
H: -3.459 2.649 -3.831  0.218
H: 1.570 1.615 -2.495  0.225
H: 3.767 2.756 -2.182  0.209
H: 4.685 3.039 0.091  0.207
H: 3.375 2.351 2.055  0.204
H: 1.852 1.980 3.659  0.205
H: -0.046 1.720 5.209  0.207
H: -2.251 0.993 4.362  0.216
H: -2.523 0.393 1.978  0.239
Se: -6.701 -4.508 -1.488  -0.343
Sb: -4.667 -2.859 -1.389  0.615
Se: -7.238 -2.585 -2.217  -0.418
Se: -5.060 -1.812 0.725  -0.630
Se: -2.111 -3.658 -0.837  -0.298
F: 0.319 -1.932 -4.983  -0.515
B: -0.193 -1.920 -3.734  1.345
F: 0.167 -0.694 -3.028  -0.531
F: -1.557 -2.041 -3.633  -0.512
F: 0.411 -2.939 -2.875  -0.511
Te: -2.654 -1.384 -0.659  0.351

HOMO-LUMO gap (spin up / spin down) in eV: 5.07 / 5.07
E_LUMO (spin up / spin down) in hartree: 0.063 / 0.063
E_HOMO (spin up / spin down) in eV: -3.37 / -3.37
E_tot in hartree: -14794.9130
Net charge: -1



3.
Molecular formula: C24H21BaBrN4O3S
Method: DFT, ωB97M-V/def2-TZVPD

Last column: Löwdin charge in e.
Atoms and positions in Å:
Ba: -0.442 0.044 -0.947  1.972
Br: -5.291 -4.095 3.461  0.713
C: -4.222 -2.806 2.594  -0.718
C: -4.785 -1.590 2.201  -0.123
C: -4.009 -0.629 1.599  -0.013
C: -2.639 -0.842 1.338  -0.393
O: -1.910 0.106 0.819  -0.451
C: -2.075 -2.106 1.687  -0.125
C: -0.658 -2.482 1.512  -0.075
N: 0.195 -1.870 0.781  -0.038
C: 1.551 -2.330 0.631  -0.185
C: 1.934 -3.627 0.818  -0.010
C: 3.276 -4.043 0.618  -0.061
C: 4.225 -3.159 0.218  -0.036
C: 3.865 -1.806 -0.027  -0.152
C: 4.803 -0.844 -0.474  -0.009
C: 4.421 0.433 -0.728  -0.043
C: 3.056 0.765 -0.545  -0.138
N: 2.172 -0.092 -0.116  -0.032
C: 2.540 -1.387 0.159  -0.165
C: -2.893 -3.033 2.351  -0.104
H: -5.834 -1.401 2.392  0.100
H: -4.427 0.329 1.322  0.115
H: -0.351 -3.354 2.102  0.122
H: 1.189 -4.357 1.104  0.109
H: 3.529 -5.082 0.785  0.108
H: 5.251 -3.470 0.064  0.113
H: 5.835 -1.146 -0.614  0.120
H: 5.118 1.186 -1.069  0.106
H: 2.705 1.775 -0.745  0.109
H: -2.445 -3.972 2.662  0.105
O: -1.918 -1.563 -2.192  -0.348
N: -1.484 -2.564 -2.821  -0.040
N: -0.223 -2.476 -3.056  -0.251
O: 0.484 -1.429 -2.674  -0.400
C: 0.460 -3.571 -3.712  -0.168
C: 1.844 -3.534 -3.708  -0.018
C: 2.533 -4.583 -4.307  -0.082
C: 1.846 -5.634 -4.892  -0.100
C: 0.457 -5.642 -4.884  -0.085
C: -0.255 -4.607 -4.293  -0.022
H: 2.349 -2.701 -3.244  0.104
H: 3.616 -4.573 -4.312  0.101
H: 2.385 -6.449 -5.358  0.099
H: -0.087 -6.458 -5.342  0.103
H: -1.334 -4.608 -4.280  0.107
C: 0.786 3.398 -3.691  -0.420
S: -0.334 3.259 -2.305  0.682
C: -1.906 3.361 -3.154  -0.416
H: 0.533 2.680 -4.472  0.044
H: 1.793 3.158 -3.346  0.028
H: 0.809 4.399 -4.120  0.041
H: -2.097 4.353 -3.559  0.041
H: -2.698 3.137 -2.439  0.038
H: -1.966 2.628 -3.958  0.044

HOMO-LUMO gap in eV: 6.84
E_LUMO in hartree: -0.016
E_HOMO in eV: -7.28
E_tot in hartree: -4369.6036



4.
Molecular formula: C24H21Br4F6N3O6S2SbTi
Method: DFT, ωB97M-V/def2-TZVPD

Last column: natural (NBO) charge in e.
Atoms and positions in Å:
Ti: 0.027 -0.266 -0.271  1.431
C: -2.845 3.150 3.538  -0.620
C: -2.722 3.665 2.111  -0.211
N: -3.282 2.749 1.129  -0.436
C: -4.685 2.940 0.796  -0.203
C: -4.880 3.763 -0.469  -0.619
C: -2.563 1.743 0.524  0.340
S: -0.896 1.609 1.054  -0.306
N: -3.250 1.049 -0.354  -0.621
C: -2.830 0.031 -1.108  0.471
O: -1.566 -0.434 -1.072  -0.714
C: -3.719 -0.651 -1.994  -0.033
C: -5.078 -0.274 -2.089  -0.234
C: -5.943 -0.943 -2.931  -0.211
C: -5.502 -2.009 -3.715  -0.277
C: -4.163 -2.385 -3.637  -0.217
C: -3.284 -1.726 -2.798  -0.235
H: -2.424 3.865 4.248  0.205
H: -2.302 2.210 3.637  0.230
H: -3.891 2.978 3.805  0.187
H: -1.679 3.855 1.869  0.236
H: -3.254 4.614 2.002  0.180
H: -5.151 3.436 1.652  0.179
H: -5.156 1.964 0.681  0.217
H: -4.423 4.750 -0.367  0.198
H: -5.943 3.900 -0.686  0.192
H: -4.413 3.256 -1.313  0.235
H: -5.421 0.557 -1.486  0.220
H: -6.980 -0.629 -2.982  0.192
H: -6.183 -2.530 -4.375  0.193
H: -3.795 -3.204 -4.246  0.197
H: -2.244 -2.020 -2.761  0.219
Br: 0.003 -6.836 1.983  0.114
C: 0.348 -5.256 1.034  -0.140
C: 1.073 -5.330 -0.223  -0.118
Br: 1.650 -6.997 -0.853  0.115
C: 1.340 -4.206 -0.948  -0.230
Br: 2.296 -4.180 -2.550  0.132
C: 0.886 -2.927 -0.488  0.404
O: 1.102 -1.844 -1.100  -0.629
C: 0.146 -2.850 0.790  0.337
O: -0.220 -1.715 1.185  -0.577
C: -0.086 -4.063 1.527  -0.189
Br: -0.978 -3.852 3.152  0.134
F: 0.898 1.129 -1.616  -0.671
Sb: 1.129 2.408 -3.085  3.188
F: 2.977 2.095 -2.897  -0.682
F: 1.025 0.935 -4.253  -0.680
F: 1.391 3.603 -4.514  -0.685
F: -0.734 2.588 -3.154  -0.671
F: 1.240 3.777 -1.811  -0.672
N: 2.182 0.103 0.789  -0.854
C: 2.910 0.829 1.789  0.224
C: 3.274 0.174 2.960  -0.280
C: 3.979 0.848 3.940  -0.173
C: 4.333 2.183 3.769  -0.335
C: 3.953 2.826 2.598  -0.162
C: 3.237 2.161 1.608  -0.282
S: 5.244 3.047 5.046  2.417
O: 5.669 4.287 4.411  -1.030
O: 4.282 3.227 6.126  -1.024
O: 6.332 2.137 5.383  -1.031
H: 2.251 -0.892 0.970  0.376
H: 2.497 0.278 -0.164  0.405
H: 3.002 -0.868 3.099  0.192
H: 4.281 0.338 4.846  0.228
H: 4.235 3.863 2.471  0.241
H: 2.937 2.673 0.700  0.227

HOMO-LUMO gap (spin up / spin down) in eV: 4.03 / 4.71
E_LUMO (spin up / spin down) in hartree: 0.102 / 0.035
E_HOMO (spin up / spin down) in eV: -1.26 / -3.76
Spin multiplicity: 4
E_tot in hartree: -14324.6285
Energy above the lowest of the compared OMol25 structures with the same formula, charge and spin in kcal per mole: 16.19
Net charge: -2